# 1
Computed, not measured: C3H2O3Ru as an isolated structure at a distorted geometry, with wB97M-V/def2-TZVPD.

Summary:
multiplicity: 6
LUMO level (alpha / beta): -15.504 / -17.576 eV
max |F|: 6.77 eV/Å
total charge: +3
frontier orbital gap (alpha / beta): 10.4 / 8.5 eV
energy relative to the best compared isomer or geometry (same formula, charge and spin): 89.2 kcal per mole
expectation value of S²: 8.7622

Atoms and positions in Å:
C: 0.61 -1.94 -0.68
C: 1.00 -0.78 -0.94
O: 0.78 0.44 -0.65
C: -0.50 0.84 0.42
O: -1.18 -0.14 0.75
O: -0.48 1.96 0.87
H: 0.75 -2.96 -0.99
Ru: -0.29 3.80 0.80
H: -0.70 -1.23 0.41

***

# 2
Computed, not measured: one molecule with the formula CH3NO2S at a distorted geometry, with wB97M-V/def2-TZVPD.

Summary:
SMILES string: O=[N+]([O-])CS
multiplicity: 1
LUMO level: 0.443 eV
max |F|: 5.93 eV/Å
total charge: 0
frontier orbital gap: 10.2 eV
energy relative to the best compared isomer or geometry (same formula, charge and spin): 75.6 kcal per mole

Atoms and positions in Å:
C: -0.44 -0.47 -0.21
N: 1.12 0.12 -0.12
O: 1.13 1.19 0.43
O: 1.95 -0.61 -0.49
S: -1.58 0.91 -0.40
H: -0.32 -1.21 -1.02
H: -0.35 -0.97 0.84
H: -1.51 1.03 0.97

***

# 3
Computed, not measured: a 3-piece molecular cluster, C25H48ClN3O3 overall at a distorted geometry, with wB97M-V/def2-TZVPD.

Summary:
multiplicity: 3
LUMO level (alpha / beta): 0.773 / 0.205 eV
max |F|: 5.39 eV/Å
total charge: 0
frontier orbital gap (alpha / beta): 9.3 / 9.6 eV
expectation value of S²: 2.0080

Atoms and positions in Å:
C: 2.12 0.09 -1.21
C: 0.80 -0.64 -1.06
C: -0.38 0.25 -1.45
Cl: -0.25 0.56 -3.22
C: -1.72 -0.43 -1.04
C: -2.89 -0.52 -2.03
C: -4.00 0.27 -1.25
N: -3.33 1.16 -0.29
C: -2.23 0.34 0.19
O: -1.85 0.27 1.26
H: 2.79 -0.18 -0.39
H: 2.60 -0.26 -2.11
H: 1.99 1.16 -1.27
H: 0.72 -1.51 -1.70
H: 0.59 -0.97 -0.05
H: -0.25 1.21 -0.96
H: -1.45 -1.46 -0.82
H: -2.71 -0.27 -3.06
H: -3.18 -1.56 -1.98
H: -4.64 0.84 -1.91
H: -4.52 -0.49 -0.69
H: -2.89 1.86 -0.90
C: 0.38 -4.57 2.24
C: -1.00 -4.33 1.58
C: -2.09 -5.17 2.27
C: -2.03 -6.65 1.92
C: -2.06 -6.84 0.41
C: -0.96 -6.05 -0.30
N: -0.94 -4.61 0.12
O: -1.90 -4.00 -0.47
C: 0.40 -6.73 -0.02
C: -1.14 -6.16 -1.82
C: -1.31 -2.86 1.84
H: 0.31 -5.20 3.13
H: 1.11 -5.03 1.57
H: 0.85 -3.63 2.54
H: -3.07 -4.78 1.99
H: -2.01 -5.04 3.35
H: -1.14 -7.11 2.36
H: -2.89 -7.16 2.37
H: -1.96 -7.90 0.16
H: -3.04 -6.53 0.03
H: 1.23 -6.13 -0.40
H: 0.44 -7.70 -0.53
H: 0.57 -6.94 1.03
H: -2.12 -5.82 -2.14
H: -1.03 -7.20 -2.13
H: -0.38 -5.57 -2.34
H: -0.60 -2.22 1.33
H: -1.24 -2.65 2.91
H: -2.31 -2.58 1.53
C: 4.03 5.65 -0.06
C: 2.80 5.07 -0.82
C: 2.06 6.18 -1.57
C: 1.23 7.09 -0.66
C: 0.29 6.25 0.20
C: 1.01 5.17 1.00
N: 1.90 4.34 0.12
O: 1.18 3.52 -0.55
C: 1.81 5.83 2.14
C: -0.01 4.28 1.71
C: 3.40 4.12 -1.86
H: 4.19 6.70 -0.29
H: 3.96 5.55 1.02
H: 4.94 5.11 -0.32
H: 1.38 5.73 -2.30
H: 2.77 6.78 -2.14
H: 1.89 7.70 -0.03
H: 0.66 7.78 -1.26
H: -0.26 6.91 0.89
H: -0.47 5.80 -0.44
H: 2.45 5.11 2.65
H: 1.12 6.25 2.88
H: 2.43 6.67 1.81
H: -0.73 3.84 1.02
H: -0.58 4.87 2.43
H: 0.48 3.47 2.25
H: 3.90 3.28 -1.39
H: 4.13 4.66 -2.46
H: 2.65 3.73 -2.55

***

# 4
Computed, not measured: a 2-piece molecular cluster, C9H14O overall at a distorted geometry, with wB97M-V/def2-TZVPD.

Summary:
SMILES string: Cc1ccc(O)cc1.CC
multiplicity: 1
LUMO level: 0.861 eV
max |F|: 7.10 eV/Å
total charge: 0
frontier orbital gap: 9.1 eV
energy relative to the best compared isomer or geometry (same formula, charge and spin): 62.4 kcal per mole

Atoms and positions in Å:
C: -0.76 -0.65 -2.69
C: 0.56 -0.76 -1.84
H: -1.09 0.38 -2.77
H: -0.33 -0.89 -3.59
H: -1.64 -1.37 -2.45
H: 1.41 -1.15 -2.52
H: 0.80 0.19 -1.42
H: 0.53 -1.37 -1.00
C: -2.48 -0.95 0.15
C: 0.97 -0.58 1.22
C: 1.29 0.74 0.93
C: -0.33 -1.02 1.24
C: -1.26 -0.26 0.49
C: 0.33 1.71 0.58
C: -0.82 1.09 0.17
O: 2.56 1.33 1.03
H: 1.75 -1.27 1.54
H: -0.61 -2.06 1.42
H: 0.53 2.63 0.32
H: 3.28 0.67 1.25
H: -3.50 -0.72 0.38
H: -2.49 -2.03 0.48
H: -1.56 1.59 -0.40
H: -2.52 -1.16 -1.02

***

# 5
Computed, not measured: C7H23IN7O4 as an isolated structure at a distorted geometry, with wB97M-V/def2-TZVPD.

Summary:
multiplicity: 1
LUMO level: 2.872 eV
max |F|: 10.63 eV/Å
total charge: -1
frontier orbital gap: 7.2 eV
energy relative to the best compared isomer or geometry (same formula, charge and spin): 140.9 kcal per mole

Atoms and positions in Å:
I: -0.35 -1.05 1.37
C: -1.87 1.57 -1.14
C: -0.28 1.53 -1.27
C: 0.34 2.41 -0.19
O: -0.16 3.77 -0.34
C: 0.35 4.55 0.70
N: 0.02 0.06 -1.30
H: -2.26 2.54 -1.45
H: -2.07 1.20 -0.14
H: -2.38 0.91 -1.84
H: -0.12 1.94 -2.27
H: 1.43 2.48 -0.28
H: 0.13 1.94 0.77
H: 1.40 4.64 0.41
H: 0.10 4.11 1.66
H: -0.18 5.50 0.58
H: 0.98 -0.17 -1.51
H: -0.19 -0.26 -0.37
C: 3.18 0.52 1.19
O: 3.04 1.46 1.97
N: 2.36 -0.38 1.02
N: 4.08 0.43 0.31
H: 1.44 -0.27 1.41
H: 2.42 -1.05 0.28
H: 4.17 -0.24 -0.45
H: 4.75 1.16 0.48
C: -3.65 -2.89 1.47
O: -4.69 -3.41 1.49
N: -3.36 -1.79 2.15
N: -2.53 -3.15 0.76
H: -4.05 -1.41 2.77
H: -2.48 -1.44 1.79
H: -2.57 -3.85 0.03
H: -1.85 -2.42 0.62
C: 0.78 -2.54 -1.81
O: 1.29 -2.81 -2.87
N: -0.25 -1.72 -1.63
N: 1.22 -3.00 -0.70
H: -0.48 -1.42 -0.70
H: -0.73 -1.30 -2.42
H: 2.06 -3.55 -0.72
H: 0.98 -2.58 0.18

***

# 6
Computed, not measured: one molecule with the formula C2H6O at a distorted geometry, with wB97M-V/def2-TZVPD.

Summary:
SMILES string: CCO
multiplicity: 1
LUMO level: 1.038 eV
max |F|: 2.29 eV/Å
total charge: 0
frontier orbital gap: 11.4 eV
energy relative to the best compared isomer or geometry (same formula, charge and spin): 7.3 kcal per mole

Atoms and positions in Å:
C: 0.28 0.69 -0.57
C: -0.10 -0.65 0.08
H: 0.69 0.51 -1.60
H: 1.12 1.24 -0.03
H: -0.67 1.27 -0.54
H: -0.70 -1.09 -0.64
H: 0.77 -1.24 0.24
H: -0.43 -0.18 1.89
O: -0.94 -0.56 1.18

***

# 7
Computed, not measured: a 2-piece molecular cluster, C13H25NO7P overall at a distorted geometry, with wB97M-V/def2-TZVPD.

Summary:
multiplicity: 1
LUMO level: 2.278 eV
max |F|: 9.25 eV/Å
total charge: -1
frontier orbital gap: 7.0 eV
energy relative to the best compared isomer or geometry (same formula, charge and spin): 69.3 kcal per mole

Atoms and positions in Å:
C: 0.60 -3.11 0.29
C: 1.24 -1.65 0.68
C: 1.55 -0.87 -0.74
P: 0.21 0.39 -1.27
O: -0.53 -0.59 -2.54
C: 1.41 1.06 -2.64
O: 1.95 0.00 -3.51
O: 1.49 0.06 -4.72
O: -0.68 1.88 -1.63
C: -1.97 1.99 -0.87
C: -2.38 0.42 -0.62
C: -3.35 0.01 0.64
C: -3.72 -1.60 0.45
O: -5.05 -1.96 0.97
C: -5.03 -3.44 1.24
O: -5.46 -4.34 0.31
O: -1.12 -0.27 -0.31
H: -0.38 -3.39 0.87
H: 1.45 -3.92 0.46
H: 0.32 -3.19 -0.87
H: 2.31 -1.87 1.17
H: 0.64 -1.03 1.47
H: 1.79 -1.71 -1.54
H: 2.57 -0.28 -0.57
H: 0.78 1.20 -0.19
H: -0.73 -1.50 -2.15
H: 2.35 1.60 -2.14
H: 0.82 1.84 -3.30
H: 0.85 -0.74 -4.78
H: -1.70 2.67 0.04
H: -2.62 2.65 -1.58
H: -2.98 0.13 -1.58
H: -4.35 0.61 0.71
H: -2.70 0.06 1.64
H: -3.74 -1.80 -0.72
H: -2.85 -2.26 0.88
H: -4.66 -3.90 2.27
N: 2.70 3.00 3.29
C: 4.07 2.99 3.30
C: 4.51 2.55 2.07
C: 3.36 2.29 1.29
C: 2.26 2.58 2.07
H: 2.11 3.27 4.07
H: 4.62 3.30 4.19
H: 5.54 2.43 1.77
H: 3.34 1.93 0.27
H: 1.20 2.52 1.85

***

# 8
Computed, not measured: Cl3Na3O12 as an isolated structure at a distorted geometry, with wB97M-V/def2-TZVPD.

Summary:
multiplicity: 1
LUMO level: -2.462 eV
max |F|: 4.47 eV/Å
total charge: 0
frontier orbital gap: 5.5 eV
energy relative to the best compared isomer or geometry (same formula, charge and spin): 36.6 kcal per mole

Atoms and positions in Å:
Na: -18.21 -8.39 -9.39
Na: -22.87 -12.03 -7.57
Na: -24.30 -7.81 -12.53
Cl: -22.35 -8.55 -9.54
O: -20.98 -8.21 -9.44
O: -22.76 -9.48 -8.51
O: -23.17 -7.40 -9.47
O: -22.60 -9.25 -10.81
Cl: -20.03 -4.77 -8.73
O: -19.18 -5.84 -9.29
O: -19.30 -3.82 -7.92
O: -20.68 -4.19 -9.90
O: -20.98 -5.36 -7.84
Cl: -18.84 -10.53 -11.73
O: -20.12 -11.13 -12.07
O: -18.57 -11.19 -10.49
O: -17.84 -10.66 -12.76
O: -19.16 -9.10 -11.57

***

# 9
Computed, not measured: C24H42NP3PrS as an isolated structure at a distorted geometry, with wB97M-V/def2-TZVPD.

Summary:
multiplicity: 3
LUMO level (alpha / beta): -9.679 / -9.524 eV
max |F|: 3.38 eV/Å
total charge: +3
frontier orbital gap (alpha / beta): 5.5 / 5.7 eV
expectation value of S²: 2.0119

Atoms and positions in Å:
Pr: -0.04 0.01 -0.41
P: -1.80 2.42 0.02
P: -2.07 -1.65 0.84
P: 2.39 2.36 -1.34
H: -0.91 -4.94 -1.54
C: 0.11 -4.78 -1.84
C: 1.10 -4.83 -0.97
H: 0.85 -4.78 0.12
C: -3.11 2.76 -1.23
C: -2.75 2.40 1.61
C: -1.03 4.08 0.18
C: -1.66 -3.44 0.97
C: -2.66 -1.26 2.53
C: -3.72 -1.72 -0.01
C: 3.65 1.16 -1.63
C: 2.69 3.32 0.15
C: 1.79 3.15 -2.85
H: 0.37 -4.53 -2.87
H: 2.10 -4.67 -1.31
H: -3.65 3.68 -0.99
H: -3.81 1.91 -1.26
H: -2.63 2.86 -2.21
H: -3.24 3.37 1.77
H: -2.05 2.21 2.44
H: -3.52 1.60 1.59
H: -1.81 4.83 0.36
H: -0.48 4.33 -0.74
H: -0.33 4.08 1.03
H: -2.58 -4.04 0.91
H: -1.16 -3.61 1.93
H: -0.97 -3.76 0.17
H: -3.56 -1.84 2.76
H: -2.88 -0.19 2.60
H: -1.87 -1.48 3.26
H: -4.39 -2.38 0.57
H: -3.58 -2.10 -1.04
H: -4.13 -0.70 -0.06
H: 4.22 1.73 -2.36
H: 3.29 0.19 -2.02
H: 4.16 1.02 -0.67
H: 3.19 4.17 -0.36
H: 3.42 2.71 0.73
H: 1.80 3.63 0.74
H: 2.75 3.58 -3.17
H: 0.98 3.86 -2.61
H: 1.42 2.37 -3.56
C: 0.93 -1.63 -3.93
C: 0.55 -0.64 -4.85
C: 1.00 -0.71 -6.20
C: 1.86 -1.72 -6.61
C: 2.36 -2.61 -5.67
C: 1.95 -2.54 -4.32
S: 0.06 -1.91 -2.36
H: 1.13 1.73 -1.00
H: -0.12 0.13 -4.48
H: 0.60 0.02 -6.87
H: 2.15 -1.78 -7.65
H: 3.05 -3.36 -5.96
H: 2.36 -3.20 -3.57
N: 0.68 0.14 1.96
C: 0.78 0.16 3.13
C: 0.72 0.13 4.55
C: -0.47 0.53 5.20
C: -0.60 0.42 6.59
C: 0.55 0.07 7.33
C: 1.74 -0.36 6.73
C: 1.82 -0.32 5.33
H: -1.32 0.93 4.64
H: -1.56 0.63 7.11
H: 0.49 0.15 8.42
H: 2.60 -0.69 7.35
H: 2.75 -0.65 4.86

***

# 10
Computed, not measured: a 3-piece molecular cluster, C7H14ClN5O4S overall at a distorted geometry, with wB97M-V/def2-TZVPD.

Summary:
SMILES string: CC[C@](Cl)(N=C=S)OC=O.NC(N)=O.NC(N)=O
multiplicity: 1
LUMO level: -0.123 eV
max |F|: 1.68 eV/Å
total charge: 0
frontier orbital gap: 9.8 eV

Atoms and positions in Å:
C: 1.66 2.13 -0.94
C: 0.19 1.90 -1.36
C: -0.78 1.87 -0.19
Cl: -0.31 0.50 0.89
N: -2.17 1.60 -0.55
C: -2.62 1.88 -1.64
S: -3.15 2.15 -3.08
O: -0.66 3.01 0.64
C: -0.84 4.20 -0.01
O: -0.10 5.11 0.15
H: 1.86 1.86 0.09
H: 1.83 3.22 -1.01
H: 2.33 1.68 -1.65
H: 0.13 0.93 -1.86
H: -0.06 2.69 -2.06
H: -1.73 4.28 -0.65
C: 3.10 -1.44 -0.40
O: 2.93 -0.32 -0.88
N: 2.48 -1.85 0.74
N: 3.94 -2.35 -0.98
H: 2.61 -2.76 1.14
H: 1.85 -1.20 1.18
H: 4.42 -2.07 -1.81
H: 4.10 -3.27 -0.60
C: -2.38 -2.86 2.30
O: -1.80 -2.60 3.34
N: -3.02 -4.05 2.10
N: -2.44 -1.98 1.25
H: -3.50 -4.29 1.25
H: -2.99 -4.72 2.85
H: -1.98 -1.09 1.37
H: -2.91 -2.18 0.39

***

# 11
Computed, not measured: an isolated ion of composition C4H13N2S and charge +1 at a distorted geometry, with wB97M-V/def2-TZVPD.

Summary:
SMILES string: NCC[NH2+]CCS
multiplicity: 1
LUMO level: -2.739 eV
max |F|: 1.62 eV/Å
total charge: +1
frontier orbital gap: 10.7 eV
energy relative to the best compared isomer or geometry (same formula, charge and spin): 23.8 kcal per mole

Atoms and positions in Å:
C: -0.18 0.90 0.84
N: 0.07 0.35 -0.56
C: 0.64 -1.03 -0.46
C: 2.17 -0.95 -0.43
S: 2.89 -0.16 -1.94
C: -1.58 0.45 1.23
N: -2.60 0.93 0.30
H: 0.49 0.43 1.55
H: -0.09 1.98 0.74
H: 0.63 0.80 -1.30
H: 0.27 -1.61 0.39
H: 0.31 -1.64 -1.30
H: 2.47 -2.00 -0.42
H: 2.44 -0.22 0.32
H: 2.29 -1.13 -2.64
H: -1.52 -0.64 1.26
H: -1.66 0.75 2.28
H: -3.47 0.55 0.69
H: -2.68 1.93 0.45
H: -0.87 0.31 -0.99

***

# 12
Computed, not measured: a 2-piece molecular cluster, C4H9OS overall at a distorted geometry, with wB97M-V/def2-TZVPD.

Summary:
multiplicity: 1
LUMO level: 3.459 eV
max |F|: 2.09 eV/Å
total charge: -1
frontier orbital gap: 5.8 eV
energy relative to the best compared isomer or geometry (same formula, charge and spin): 20.8 kcal per mole

Atoms and positions in Å:
C: 2.23 0.69 -0.13
C: 2.26 -0.58 0.36
O: 3.19 -0.92 1.32
H: 1.47 0.92 -0.89
H: 2.94 1.42 0.22
H: 1.56 -1.37 0.05
H: 3.21 -1.88 1.47
C: -2.70 -0.02 0.18
C: -1.61 0.60 -0.70
S: -0.66 -0.70 -1.55
H: -2.23 -0.67 0.93
H: -3.32 -0.68 -0.44
H: -3.34 0.72 0.71
H: -0.95 1.22 -0.09
H: -2.08 1.24 -1.44

***

# 13
Computed, not measured: one molecule with the formula C20H28FN3O2, with wB97M-V/def2-TZVPD.

Summary:
SMILES string: CC(C)=CC(=O)N1CC[C@@H](N2CCN(c3ccccc3F)CC2)[C@H](O)C1
multiplicity: 1
LUMO level: 0.713 eV
max |F|: 0.60 eV/Å
total charge: 0
frontier orbital gap: 8.8 eV
energy relative to the best compared isomer or geometry (same formula, charge and spin): 38.7 kcal per mole

Atoms and positions in Å:
C: -1.59 -2.13 -6.77
C: -2.18 -1.82 -5.43
C: -2.34 -0.57 -5.01
C: -2.95 -0.16 -3.72
O: -3.97 -0.66 -3.28
N: -2.33 0.88 -3.08
C: -0.97 1.28 -3.30
H: -0.59 0.90 -4.25
C: -0.08 0.75 -2.17
O: 1.25 1.17 -2.38
H: 1.67 1.16 -1.51
C: -0.60 1.27 -0.82
N: 0.34 0.90 0.23
C: 0.32 1.77 1.39
C: 1.56 1.48 2.24
N: 1.56 0.09 2.65
C: 2.24 -0.29 3.80
C: 1.99 0.34 5.03
C: 2.61 -0.04 6.20
C: 3.50 -1.10 6.19
C: 3.75 -1.75 5.00
C: 3.14 -1.35 3.83
H: 3.38 -1.87 2.91
H: 4.45 -2.58 4.98
H: 3.98 -1.41 7.11
H: 2.36 0.49 7.11
F: 1.09 1.36 5.10
C: 1.54 -0.79 1.51
H: 1.48 -1.82 1.84
C: 0.30 -0.48 0.67
H: 0.28 -1.14 -0.20
H: -0.59 -0.68 1.29
H: 2.44 -0.66 0.88
H: 1.56 2.14 3.11
H: 2.45 1.70 1.64
H: 0.34 2.81 1.07
H: -0.58 1.61 2.01
C: -2.06 0.84 -0.64
H: -2.46 1.24 0.29
H: -2.12 -0.25 -0.61
C: -2.88 1.35 -1.83
H: -3.91 0.98 -1.76
H: -2.89 2.44 -1.84
H: -0.57 2.37 -0.88
H: -0.13 -0.35 -2.19
H: -0.91 2.37 -3.32
H: -2.07 0.25 -5.66
C: -2.51 -3.02 -4.59
H: -1.60 -3.54 -4.30
H: -3.12 -3.71 -5.17
H: -3.06 -2.73 -3.70
H: -1.32 -1.22 -7.31
H: -0.71 -2.75 -6.66
H: -2.32 -2.68 -7.37